{
  "formula": "C3H3F3O",
  "method": "ωB97M-V/def2-TZVPD",
  "species": ["O", "C", "C", "C", "F", "F", "F", "H", "H", "H"],
  "xyz": [[-1.34, -1.34, -0.43], [-0.39, -1.54, 0.18], [0.65, -0.09, 0.82], [1.81, -0.24, -0.02], [2.79, 0.69, 0.30], [2.42, -1.42, 0.21], [1.60, -0.15, -1.32], [0.23, -2.34, 0.47], [0.04, 0.76, 0.63], [0.88, -0.06, 1.88]],
  "mulliken_charge": [-0.34, 0.14, -0.97, 0.91, -0.27, -0.27, -0.25, 0.37, 0.35, 0.32],
  "homo_energy_ha": -0.36961,
  "e_lumo_ev": 0.6034,
  "charge": 0,
  "relative_energy_kcal_mol": 26.3,
  "e_tot_ha": -490.9088,
  "smiles": "O=CCC(F)(F)F",
  "gap_ev": 10.66
}